112
Properties=species:S:1:pos:R:3:forces:R:3 method="wB97M-V/def2-TZVPD" de_lowest_kcal_mol=45.81 homo_energy_ev="-7.3 / -7.3" gap_ev="6.3 / 6.3" total_charge=0
W -0.922 -0.173 0.041 2.4852 -1.1382 -1.2341
S 0.558 0.662 -2.308 -0.4448 -0.0012 1.1632
P 1.845 1.030 -0.794 0.8569 -0.5909 -0.3381
C 1.005 0.885 0.729 -0.8171 0.4370 -1.5676
P 0.010 2.384 0.832 1.6502 0.6102 1.4682
S -2.480 1.796 0.480 -1.7931 -0.0628 -1.7585
C -0.099 2.442 2.669 -0.1742 -0.0040 -0.0140
C 0.947 1.921 3.427 0.0020 0.0963 -0.1237
C 0.881 1.909 4.807 0.0352 0.0485 0.1323
C -0.252 2.395 5.443 0.0094 0.0212 0.0740
C -1.297 2.915 4.697 -0.1229 0.1016 0.0952
C -1.213 2.961 3.315 0.2290 -0.0125 -0.0511
C 0.902 3.981 0.570 -0.6859 -0.1463 -0.4407
C 0.615 4.656 -0.614 -0.0475 0.0115 0.0460
C 1.116 5.925 -0.839 0.0230 0.1474 0.0422
C 1.887 6.545 0.132 -0.0268 -0.0077 -0.0407
C 2.153 5.889 1.321 0.0606 0.0808 0.1358
C 1.663 4.615 1.543 -0.0370 -0.1870 0.1417
C 2.826 2.518 -1.216 -0.3042 -0.1692 0.2777
C 2.678 3.167 -2.432 0.0580 -0.2358 0.0656
C 3.423 4.303 -2.693 0.1811 0.0127 -0.1278
C 4.309 4.790 -1.746 -0.0401 -0.0683 -0.0925
C 4.474 4.120 -0.544 0.1643 0.0211 0.0644
C 3.740 2.983 -0.281 0.0018 -0.0868 -0.1045
C 3.258 -0.132 -0.796 -0.0881 0.2829 0.1017
C 3.833 -0.582 -1.978 0.0194 0.2179 0.1321
C 4.956 -1.389 -1.924 -0.0482 -0.0025 -0.2270
C 5.505 -1.741 -0.699 0.0673 -0.0759 0.1516
C 4.944 -1.268 0.476 0.2238 -0.0238 -0.0097
C 3.828 -0.455 0.427 -0.1255 0.2043 -0.1087
H 1.814 1.527 2.911 -0.0210 -0.0830 0.0363
H 1.712 1.526 5.387 -0.0265 -0.0131 0.0008
H -0.308 2.382 6.521 -0.0636 -0.0268 0.0935
H -2.186 3.285 5.188 -0.0322 0.0530 0.0509
H -2.019 3.389 2.731 -0.0757 0.0461 0.0531
H -0.004 4.176 -1.363 -0.0013 -0.0011 -0.0357
H 0.904 6.440 -1.763 -0.0457 0.0144 -0.1112
H 2.284 7.534 -0.040 0.0032 0.1111 -0.0097
H 2.746 6.373 2.084 0.0439 0.0278 0.0539
H 1.868 4.107 2.474 0.0314 0.0691 0.0597
H 1.979 2.781 -3.160 -0.1090 0.0563 -0.0573
H 3.311 4.813 -3.637 -0.0334 0.0755 -0.1154
H 4.869 5.692 -1.940 0.0743 0.0776 -0.0460
H 5.178 4.487 0.188 0.0483 0.0691 0.0901
H 3.857 2.447 0.652 0.0616 0.0560 0.1323
H 3.393 -0.295 -2.925 0.0014 -0.0594 -0.0887
H 5.409 -1.747 -2.836 0.0319 -0.0190 -0.0876
H 6.381 -2.372 -0.662 0.0744 -0.0478 -0.0188
H 5.381 -1.524 1.432 0.0517 -0.0397 0.0604
H 3.366 -0.077 1.329 -0.0591 -0.0424 0.1109
C -0.715 -1.144 3.303 0.2613 0.1991 0.1122
O -1.356 -1.603 2.119 0.0554 -0.1550 -0.4306
C -2.705 -1.989 2.390 -0.5174 0.1441 -0.3713
C -3.411 -2.281 1.076 0.3727 0.1212 0.2768
O -3.527 -1.080 0.319 -0.2461 -0.3833 0.2008
C -4.850 -0.921 -0.206 -0.0666 0.1376 -0.2131
H -0.660 -1.956 4.042 -0.0282 0.0422 -0.1829
H -1.262 -0.303 3.744 0.0038 -0.0334 -0.0896
H 0.286 -0.821 3.018 -0.1220 -0.0526 0.0811
H -3.244 -1.172 2.889 0.1561 -0.2499 -0.0219
H -2.707 -2.878 3.038 0.1007 0.0933 -0.1321
H -4.402 -2.680 1.307 0.0369 -0.0109 -0.0278
H -2.847 -3.007 0.477 -0.2263 -0.0115 0.2285
H -5.126 -1.795 -0.799 0.0591 -0.0217 0.0181
H -4.846 -0.035 -0.838 -0.0073 -0.1780 0.0282
H -5.564 -0.764 0.608 0.1456 -0.0238 0.0094
O -5.501 2.551 2.857 -0.7062 1.1830 -0.0700
Se -4.382 1.439 2.720 0.2144 -0.1027 0.9997
O -3.998 1.514 0.636 0.8978 0.5437 -0.0781
O -1.824 0.729 1.461 -0.4793 -0.3995 1.5315
O -5.087 0.011 2.871 -0.1802 -0.9748 -0.1148
C 2.376 -3.111 2.754 -0.2302 0.1319 -0.0234
N 2.531 -3.249 1.323 0.1947 -0.2634 0.1355
C 1.770 -2.516 0.488 -0.4875 0.1699 -0.3317
N 1.954 -2.635 -0.835 -0.3599 -0.0744 -0.1455
O 0.893 -1.756 0.931 0.1183 -0.0953 0.0345
H 3.090 -3.756 3.254 0.0298 -0.0930 0.0205
H 1.361 -3.391 3.037 0.0639 -0.0185 0.1115
H 2.541 -2.080 3.072 0.0318 0.0404 0.0315
H 3.325 -3.754 0.969 -0.0467 0.1082 -0.0870
H 2.595 -3.277 -1.260 0.0364 -0.0076 0.0068
H 1.297 -2.114 -1.408 0.3068 -0.2027 0.0822
C -1.566 -0.524 -4.508 -0.1503 -0.0638 0.0446
C -2.821 -0.376 -3.644 0.1395 0.3598 0.1349
C -2.779 0.894 -2.798 0.2586 -0.3071 0.3420
C -3.042 -1.663 -2.876 0.2374 0.1370 0.2196
C -4.156 -2.383 -3.275 -0.1984 -0.3188 -0.0477
C -4.403 -3.678 -2.862 0.2183 0.0668 -0.0142
C -3.382 -4.317 -2.188 -0.3075 0.0188 -0.1051
C -2.236 -3.655 -1.778 0.4058 0.1807 0.1274
C -1.096 -4.553 -1.337 0.1696 0.0373 0.3108
C -0.645 -4.313 0.103 -0.1285 0.1653 -0.2223
C 0.024 -4.445 -2.379 -0.2328 -0.1116 0.0351
C -2.117 -2.228 -1.929 -1.8560 -1.2079 -0.9887
N -1.243 -1.470 -1.216 0.9756 1.3697 1.4334
H -1.365 0.395 -5.052 0.0342 0.1407 -0.1195
H -1.696 -1.333 -5.224 0.0407 -0.1105 -0.0689
H -0.701 -0.742 -3.889 0.0636 -0.1348 -0.0647
H -3.671 -0.272 -4.329 0.0902 -0.0727 0.0593
H -2.141 0.729 -1.909 -0.6292 0.4626 -0.9835
H -3.777 1.175 -2.468 -0.0531 0.0110 0.1367
H -2.367 1.716 -3.382 0.0547 0.1216 0.0571
H -4.854 -1.919 -3.958 -0.0229 0.1511 -0.0038
H -5.311 -4.193 -3.135 -0.0577 -0.0614 -0.0616
H -3.465 -5.378 -1.991 0.0735 -0.0576 0.0524
H -1.452 -5.591 -1.384 -0.0736 0.2137 -0.0598
H -0.586 -3.242 0.301 0.0718 -0.3956 0.1782
H 0.323 -4.777 0.291 0.0777 -0.0168 0.0605
H -1.368 -4.758 0.786 -0.0545 0.0416 0.1328
H 0.262 -3.406 -2.589 0.0747 0.0290 -0.0716
H -0.314 -4.899 -3.308 0.0066 0.0105 -0.1252
H 0.915 -4.972 -2.044 0.1242 -0.0254 -0.0014